{
  "formula": "C32H90O20",
  "method": "ωB97M-V/def2-TZVPD",
  "homo_lumo_gap_ev": 9.79,
  "de_lowest_ev": 5.552,
  "e_tot_ev": -75585.704,
  "homo_energy_ev": -9.72,
  "elements": ["H", "H", "H", "H", "H", "C", "H", "C", "H", "H", "C", "H", "H", "C", "H", "C", "H", "O", "C", "H", "C", "H", "H", "O", "H", "C", "H", "H", "H", "C", "H", "H", "H", "C", "O", "O", "H", "O", "H", "H", "H", "H", "C", "H", "H", "O", "H", "C", "C", "C", "H", "H", "H", "H", "H", "H", "O", "O", "H", "H", "C", "C", "H", "O", "H", "H", "C", "C", "C", "O", "H", "H", "H", "C", "O", "H", "H", "H", "O", "H", "C", "H", "H", "H", "H", "H", "C", "H", "H", "H", "O", "H", "C", "C", "H", "C", "O", "H", "H", "H", "H", "C", "H", "H", "H", "O", "H", "H", "H", "H", "H", "O", "C", "H", "H", "O", "H", "H", "H", "H", "C", "O", "H", "H", "O", "H", "H", "C", "H", "C", "H", "H", "H", "H", "C", "C", "H", "O", "H", "H", "H", "H"],
  "xyz": [[1.19, 6.41, -1.97], [2.18, -2.93, -6.11], [3.75, 6.78, -1.35], [-2.60, 0.58, 5.73], [6.08, 2.92, -5.98], [2.04, 6.03, -2.54], [4.87, -0.36, -8.01], [2.34, 6.94, -3.72], [5.56, 1.29, -4.37], [0.11, 7.63, 5.36], [-3.97, -1.84, -6.44], [-8.62, 2.77, 1.69], [2.74, 7.87, -3.31], [5.64, 1.51, 3.14], [5.69, 0.58, 3.71], [0.49, -0.51, -1.03], [-5.67, -2.67, -7.34], [8.05, 1.57, 3.75], [1.41, 6.06, 4.69], [-8.30, 0.60, 3.36], [-2.71, -6.23, 2.38], [4.39, 2.73, -6.45], [-0.51, 5.57, 3.79], [1.55, 4.78, -2.97], [-2.34, 0.46, 9.41], [-2.67, 1.61, 7.62], [-2.48, -0.55, 7.91], [1.53, -6.28, -4.66], [3.07, 6.57, -4.44], [5.61, 1.16, -7.01], [7.03, 3.14, 2.78], [-0.01, -5.81, 6.44], [-5.34, -2.41, -4.81], [-7.06, 1.64, 1.95], [1.94, -3.68, -5.55], [0.32, -1.94, -1.25], [3.04, 5.18, 4.16], [5.86, -3.89, 0.81], [-2.26, -6.82, 3.18], [-3.86, 5.18, -2.92], [4.02, -3.36, 0.54], [0.83, -2.23, -2.01], [5.25, 2.21, -6.03], [-3.76, -6.45, 2.20], [1.27, -5.45, 7.55], [-4.35, -0.42, -6.54], [-5.61, 0.82, 0.71], [6.89, 2.33, 3.49], [4.14, -5.54, 0.22], [-0.15, -0.16, 0.40], [0.59, -1.27, 1.72], [1.54, -7.39, 6.48], [-0.10, -0.04, -1.82], [6.68, 2.83, 4.44], [-2.26, 2.49, 8.11], [1.35, 5.46, 5.60], [1.85, -6.57, 6.08], [3.78, -5.81, 1.59], [-2.07, -7.71, 0.93], [-2.43, 3.57, -3.61], [1.33, -4.13, 5.87], [-6.45, 0.42, 1.28], [3.32, -5.76, -0.46], [-8.09, 2.18, 1.16], [0.91, -3.25, 6.34], [-3.94, 0.08, -5.84], [3.36, 5.84, -1.73], [-4.62, -2.52, -7.62], [-5.61, 3.89, -3.05], [-3.37, 3.37, -3.66], [3.37, -6.66, 1.77], [1.76, -4.78, 4.17], [0.29, -3.84, -7.56], [-2.11, 0.38, 8.35], [-2.42, -5.94, -0.06], [2.25, 4.28, -3.37], [-4.26, 1.58, 8.70], [8.51, 1.48, 2.92], [-2.59, -4.88, 2.72], [2.41, -3.95, 5.92], [4.66, -4.09, 0.05], [-8.27, 2.22, 3.53], [3.68, 1.61, 3.05], [1.80, -3.84, -8.22], [-2.89, -1.77, -6.54], [2.86, -5.27, -6.51], [1.85, -4.87, -6.34], [-1.12, -0.65, 0.41], [-1.95, -5.10, -0.07], [1.43, 7.14, -4.29], [4.59, 0.25, -7.32], [-6.06, -0.35, 1.93], [-4.11, 4.14, -2.73], [0.54, 5.54, 3.49], [-6.79, 1.28, 4.15], [1.03, -5.90, -5.55], [4.83, 1.77, -4.77], [6.46, 0.65, -6.54], [-1.33, 1.81, 6.01], [-7.09, -0.06, 0.54], [-6.29, 2.41, 2.06], [-2.40, 1.58, 6.11], [-5.94, 2.88, -2.80], [6.14, 1.62, -7.85], [4.79, -3.77, -0.99], [0.73, -0.35, 1.50], [0.91, -6.80, -6.15], [4.17, 5.41, -2.31], [1.79, 7.70, 5.98], [-2.99, 2.31, 5.56], [0.77, 4.54, 3.10], [-6.46, 4.74, -2.32], [-1.93, -6.64, 1.08], [-4.78, -1.85, -8.46], [-0.88, -6.39, 1.21], [-4.09, 1.54, 7.76], [0.04, -5.51, -5.28], [0.85, -5.35, -8.23], [-3.92, 3.90, -1.68], [-4.02, -3.40, -7.89], [-7.56, 1.41, 3.38], [4.40, 2.05, 3.50], [1.53, -0.22, -1.20], [1.35, 8.18, 4.35], [1.10, -4.17, 4.52], [5.67, 1.24, 2.08], [0.68, 6.21, 2.64], [-4.27, -2.40, -5.02], [-1.03, 0.31, 8.22], [1.04, -5.51, 6.49], [-5.75, 4.10, -4.11], [-3.74, -1.97, -4.16], [3.13, 5.23, -0.86], [-6.73, 4.36, -1.48], [1.16, 7.44, 5.13], [1.16, -4.50, -7.63], [-3.93, -3.43, -5.10], [2.78, 6.08, 4.39], [5.74, -4.26, 1.69], [4.98, -6.17, -0.11], [-1.64, -4.75, 2.78], [-0.30, 0.92, 0.31]],
  "mulliken_charge": [0.2704, 0.2849, 0.3871, 0.2986, 0.3183, 0.3857, 0.3009, -1.2482, 0.2820, 0.3868, 0.4922, 0.2686, 0.3615, -0.2776, 0.2962, -0.2875, 0.3138, -0.5155, 0.6595, 0.3528, -0.3470, 0.2785, 0.3109, -0.5029, 0.3746, 0.5112, 0.3179, 0.3090, 0.2952, -0.4137, 0.3016, 0.2978, 0.3133, 0.7140, -0.5121, -0.4937, 0.2649, -0.5581, 0.2626, 0.2664, 0.2371, 0.2524, -0.4464, 0.2925, 0.3436, -0.5617, 0.2689, -0.4450, -0.3424, -0.5003, 0.2675, 0.3139, 0.2915, 0.2668, 0.2130, 0.1879, -0.5324, -0.4991, 0.3188, 0.2827, -0.4971, -1.1647, 0.3296, -0.5592, 0.3529, 0.2613, -1.2146, -1.1973, -0.3844, -0.4987, 0.2722, 0.2583, 0.3199, -1.2708, -0.4814, 0.3018, 0.3107, 0.3077, -0.4468, 0.3075, -0.3334, 0.3674, 0.2942, 0.3692, 0.2094, 0.1291, 0.6772, 0.3080, 0.2935, 0.3297, -0.4753, 0.3252, -0.1921, -1.1680, 0.3467, -1.3011, -0.4646, 0.2851, 0.3576, 0.3370, 0.1363, -1.2243, 0.2849, 0.3338, 0.3093, -0.4584, 0.3823, 0.3163, 0.3265, 0.3157, 0.3355, -0.5478, -0.4367, 0.3491, 0.2755, -0.5389, 0.3051, 0.3523, 0.2230, 0.3218, -1.3921, -0.4891, 0.3074, 0.3503, -0.4430, 0.2639, 0.3262, -1.1603, 0.3357, -0.4003, 0.2550, 0.3598, 0.3191, 0.3100, -1.4480, -1.3144, 0.2977, -0.5346, 0.3146, 0.2713, 0.2669, 0.3107]
}

---

{
  "formula": "C41H63HfN2O5PS2",
  "method": "ωB97M-V/def2-TZVPD",
  "homo_lumo_gap_ev": [6.26, 7.15],
  "de_lowest_ev": 1.559,
  "charge": 1,
  "e_tot_ev": -89020.459,
  "multiplicity": 2,
  "homo_energy_ev": [-9.08, -10.32],
  "elements": ["C", "N", "C", "C", "O", "C", "C", "C", "H", "H", "H", "H", "H", "C", "H", "H", "C", "H", "H", "C", "H", "C", "H", "C", "H", "C", "H", "C", "O", "H", "H", "H", "H", "C", "H", "C", "C", "C", "C", "C", "H", "H", "H", "C", "H", "H", "H", "H", "C", "H", "S", "H", "H", "H", "H", "H", "C", "H", "C", "H", "C", "H", "H", "H", "H", "C", "H", "H", "C", "C", "H", "H", "C", "H", "H", "H", "C", "C", "H", "H", "S", "C", "O", "H", "C", "H", "H", "H", "H", "H", "H", "H", "H", "C", "C", "C", "P", "Hf", "H", "C", "C", "O", "C", "H", "H", "O", "H", "H", "C", "H", "N", "C", "H", "C", "H"],
  "xyz": [[-2.13, 1.60, 2.39], [1.42, 0.58, -1.40], [3.24, -1.95, -1.16], [3.81, 3.33, -2.30], [3.01, 0.38, 1.23], [-2.83, 2.04, -1.24], [-3.29, 3.43, -0.77], [4.43, -1.13, -3.22], [-6.32, 0.11, 1.14], [3.48, -1.23, -3.76], [2.25, -1.60, -0.89], [3.19, 1.55, 2.91], [-3.03, -4.60, 1.66], [1.35, -4.61, 3.34], [3.23, 2.83, 0.13], [-4.01, -3.37, -0.04], [-3.21, 1.90, -2.72], [1.83, -0.19, -3.23], [-3.29, -2.19, -4.37], [2.84, 2.75, 1.14], [-3.28, 3.54, 0.31], [-0.75, 3.37, 1.57], [-2.31, 0.53, 2.27], [-2.58, -1.25, 5.05], [3.67, -2.44, -0.29], [0.52, 4.00, -1.70], [-0.46, -1.09, 5.40], [-4.67, -1.22, 0.83], [-1.18, 2.02, 1.37], [-0.09, 3.25, -4.32], [-4.30, 3.64, -1.12], [4.78, -0.65, 1.48], [3.09, 3.66, 1.68], [-2.37, -1.86, -3.90], [-0.60, -5.45, 3.76], [2.61, 2.62, -2.20], [0.70, 3.42, 1.97], [5.02, 2.77, -1.94], [3.46, 1.58, 1.85], [-0.03, -1.55, -3.99], [-0.26, 4.61, -2.17], [0.53, -5.50, 5.12], [-2.65, -0.23, 4.67], [3.73, -0.72, 1.79], [-1.95, -4.59, -0.51], [1.05, 4.45, 1.90], [-1.06, -2.76, 5.37], [3.29, -1.64, 1.42], [-2.02, -3.51, -0.70], [4.97, -2.07, -3.34], [0.76, -2.26, 1.11], [1.83, 4.16, -3.34], [0.86, 3.05, 2.99], [-1.71, 1.78, 3.38], [3.77, 4.34, -2.68], [-3.39, -1.19, -2.19], [-3.38, -1.43, 0.32], [-3.06, 2.14, 2.25], [2.66, 1.30, -1.68], [-2.32, -3.39, -1.73], [3.90, 0.64, -1.58], [-2.85, 2.76, -3.28], [-1.11, -2.51, -5.55], [0.73, -6.62, 3.77], [-0.15, 1.87, -3.24], [-3.05, -2.95, 0.28], [6.01, 0.94, -1.50], [-2.87, -1.25, 6.10], [-1.17, -1.77, 4.91], [-1.26, -0.86, -1.96], [0.04, 3.23, -1.10], [-2.79, 1.00, -3.17], [1.10, -0.18, -2.42], [-3.40, -3.06, 2.45], [-5.23, 1.97, -0.07], [3.11, -2.74, -1.91], [-3.40, 0.90, -0.40], [0.44, -5.60, 4.04], [-1.75, -3.42, 1.96], [1.14, 1.99, -4.45], [0.71, 0.47, 3.13], [-0.06, -0.92, -2.71], [1.42, 2.61, 1.05], [3.67, -0.69, 2.88], [-2.70, -0.31, -0.20], [-1.03, -3.09, -0.56], [-3.28, -1.88, 4.50], [5.15, -1.01, -1.23], [-2.65, 4.20, -1.21], [5.00, -0.33, -3.68], [5.93, 3.35, -1.99], [-1.75, 1.99, -1.17], [-0.90, 3.90, 0.64], [5.05, 1.42, -1.63], [-5.31, 0.00, 0.75], [-4.69, 1.04, 0.08], [0.74, -1.90, 3.16], [0.43, 0.24, 0.68], [-5.20, -2.06, 1.25], [-2.43, -1.30, -2.66], [-1.14, -2.04, -4.58], [-0.84, -1.87, 3.51], [1.39, 3.35, -2.76], [0.93, -1.59, -4.50], [1.15, -4.60, 2.27], [1.10, -3.30, 3.89], [4.55, 1.65, 1.74], [2.40, -4.85, 3.50], [0.53, 2.55, -3.74], [-1.36, 3.84, 2.34], [-1.33, -0.39, -0.68], [4.18, -0.86, -1.71], [1.11, 4.64, -1.04], [-2.79, -3.54, 1.68], [-4.30, 1.86, -2.82]],
  "mulliken_charge": [-1.5659, 1.0603, -0.9912, -0.3150, 1.2873, 2.4398, -1.9763, -1.6671, 0.4429, 0.3473, -0.3000, 0.5095, 0.4734, 0.0651, -0.0628, 0.7165, -1.4073, 0.3909, 0.4365, -0.0806, 0.3448, -0.5371, -0.0600, -0.9410, 0.2618, -0.9334, 0.4053, -0.7631, 0.9204, 0.5568, 0.6299, 0.3148, 0.6659, -0.3810, 0.2080, 0.4732, -1.4275, -1.4287, -1.4957, -1.0591, 0.6757, 0.3135, 0.0998, -1.3498, 0.5014, 0.6256, 0.2570, 0.1491, -1.2773, 0.5009, -0.6026, 0.7608, 0.4299, 0.7375, 0.4471, 0.3784, 0.6858, 0.5097, -0.2452, 0.2858, 0.3119, 0.4099, 0.4456, 0.4302, 0.0626, 0.6761, 0.4535, 0.4692, -0.2784, 0.9499, -0.4416, 0.2398, -1.1021, 0.2687, 0.3799, 0.5163, 1.0686, -1.2799, 0.0510, 0.3750, -0.7554, 0.7738, -0.1313, 0.4008, -0.9907, -0.0696, 0.1989, 0.9214, 0.2702, 0.3805, 0.4515, -1.7889, 0.2319, -0.5166, -1.3367, -0.1813, 0.5476, 1.1031, 0.4620, -1.1912, -1.2107, -0.0967, -0.3655, 0.4657, 0.1731, -0.4675, 0.5244, 0.3760, -1.5213, 0.5729, 0.6918, 0.0306, 0.4147, -1.2203, 0.4064]
}

---

{
  "formula": "C4H6FNS",
  "method": "ωB97M-V/def2-TZVPD",
  "homo_lumo_gap_ev": 8.71,
  "de_lowest_ev": 3.950,
  "e_tot_ev": -19284.077,
  "homo_energy_ev": -8.81,
  "elements": ["S", "H", "C", "H", "H", "F", "H", "H", "C", "H", "C", "C", "N"],
  "xyz": [[2.02, -0.73, -0.07], [-2.23, -0.25, 1.43], [-1.08, 1.85, 0.12], [-1.35, 2.93, -0.30], [-1.47, 0.38, -1.64], [-1.73, -1.92, -0.20], [-1.44, 1.71, 1.17], [-0.49, -0.96, 1.25], [1.31, 0.74, 0.28], [1.83, 1.40, 0.87], [-1.27, -0.64, 0.56], [-1.09, 0.51, -0.53], [0.18, 1.26, -0.35]],
  "nbo_charge": [-0.0742, 0.1643, -0.2418, 0.2325, 0.2562, -0.4013, 0.1990, 0.2201, -0.0598, 0.1861, 0.0348, -0.1079, -0.4081]
}

---

{
  "formula": "CH4Cl2SSi",
  "method": "ωB97M-V/def2-TZVPD",
  "homo_lumo_gap_ev": [9.42, 4.83],
  "de_lowest_ev": 5.365,
  "e_tot_ev": -44855.478,
  "homo_energy_ev": [-10.26, -7.64],
  "elements": ["Si", "S", "Cl", "C", "H", "H", "Cl", "H", "H"],
  "xyz": [[-0.07, 0.71, -0.84], [2.79, -0.88, 1.00], [-2.51, -1.34, -0.95], [-1.22, -0.63, -0.01], [-0.93, 1.80, -1.25], [1.27, 0.94, -0.33], [-1.97, 0.28, 1.32], [-0.48, -1.38, 0.44], [3.11, 0.51, 0.61]],
  "nbo_charge": [0.7961, -0.1390, 0.0207, -0.6827, -0.1692, -0.1741, -0.0238, 0.2493, 0.1229]
}